Record 1
A cluster of 2 separate species, C4H12 in total in a non-equilibrium geometry, computed with ωB97M-V with the def2-TZVPD basis set.

Positions of all 16 atoms, in Å:
H 1.70689 0.12862 0.56248
H 1.23997 1.04433 -0.85084
H 2.94458 0.29335 -0.74029
H 0.48114 -1.52982 -0.20531
C 1.79948 0.20909 -0.54758
H -1.13017 -0.94567 0.27283
H 2.10176 -1.85004 -0.95990
H -0.71256 1.80571 0.95758
H -1.09139 -0.37017 1.91815
H -2.59034 -0.68372 1.04305
C -1.56785 -0.18694 1.01690
C 1.27950 -1.20946 -0.97422
H -2.44785 1.79755 0.41206
H -1.31962 1.12827 -0.54837
C -1.53515 1.24871 0.52027
H 0.84161 -0.87983 -1.87680

Its largest force on an atom is 4.5 eV/A. As for the spin multiplicity: 2. The net charge is -1. The expectation value of S² is 0.75. For the molar mass, the calculation gives 60.140 g/mol.

Record 2
The molecule C3H3ClN2OS in a non-equilibrium geometry, computed with ωB97M-V with the def2-TZVPD basis set.

Positions of all 11 atoms, in Å:
Cl 4.19674 -1.11185 -0.49133
N 1.01424 0.55895 -0.26672
O 3.53308 1.60200 -0.32174
C 1.81519 0.06090 0.66486
H -1.03853 0.03212 -0.82352
C -0.20708 -0.03238 -0.12519
S 3.64334 0.56618 0.61605
C -0.15370 -0.76879 1.04864
H -0.82744 -1.33893 1.59772
H 1.50250 1.01514 -1.01790
N 1.09967 -0.75633 1.53905

Its largest force on an atom is 4.8 eV/A. For the molar mass, the calculation gives 150.590 g/mol.

Record 3
A cluster of 2 separate species, C5H10BrNO in total in a non-equilibrium geometry, computed with ωB97M-V with the def2-TZVPD basis set.

Positions of all 18 atoms, in Å:
H -0.60134 0.90444 2.23779
H -1.14186 -2.71880 0.16115
H 1.09002 3.18081 -2.66837
H 0.51270 -2.62076 0.93798
C -0.14959 -0.08176 1.97166
C -0.58547 -2.33970 1.04565
Br 2.91483 0.45841 -1.51764
N -0.70346 -0.88688 0.96978
O -1.38453 0.94218 -0.15158
C 1.86577 2.00665 -1.28348
H -0.33938 -0.60815 2.91600
H 0.08180 1.96793 -1.83575
H -1.14273 -2.74250 1.96596
C -1.29052 -0.25074 -0.05098
C 0.98301 2.16722 -2.37377
H -1.78112 -0.85685 -0.86876
H 0.87863 -0.09469 1.83057
H 0.79324 1.57317 -3.28622

Its largest force on an atom is 3.4 eV/A. For the molar mass, the calculation gives 180.045 g/mol.

Record 4
The molecule C4H7NO2 in a non-equilibrium geometry, computed with ωB97M-V with the def2-TZVPD basis set.

Positions of all 14 atoms, in Å:
H -1.86860 -1.44312 0.31784
C -0.17476 -0.36170 -0.34041
H 0.29443 2.38174 -0.77055
H -0.34427 -2.29341 0.56588
H 1.75581 1.40150 -1.18622
N 0.39142 0.40858 0.53088
O -0.37557 0.66725 2.79974
C 0.70661 1.59891 -1.40675
H -1.01318 -2.15635 -1.08334
H 0.51327 1.77118 -2.46183
C -0.88772 -1.64474 -0.12659
O -0.08242 0.05539 -1.55385
C 0.23857 0.18198 1.84703
H 0.79045 -0.63515 2.43899

Its largest force on an atom is 6.0 eV/A. The SMILES is CO/C(C)=N/C=O. For the molar mass, the calculation gives 101.105 g/mol.

Record 5
The molecule C5H3N3O4 in a non-equilibrium geometry, computed with ωB97M-V with the def2-TZVPD basis set.

Positions of all 15 atoms, in Å:
C -0.97807 -1.40528 1.14088
N -1.46360 0.81053 0.70695
N 0.71349 0.02517 -1.68419
O 2.73584 0.86426 -0.97855
C 1.06633 0.22591 0.72121
N -1.39267 -2.34395 1.65313
H 0.84880 -0.13228 -2.66466
O -1.39918 -0.86849 -1.80220
C 1.66115 0.45930 -0.61647
H 1.20981 1.11526 1.22461
H 1.62031 -0.43382 1.41393
C -0.48292 -0.47053 -1.14738
O -1.08644 1.96190 0.83519
C -0.47792 -0.25343 0.39013
O -2.57492 0.44544 0.80742

Its largest force on an atom is 10.6 eV/A. As for the spin multiplicity: 3. The expectation value of S² is 2.01. For the molar mass, the calculation gives 169.096 g/mol.

Record 6
A structure of composition C35H43ClP2Si2Tm in a non-equilibrium geometry, computed with ωB97M-V with the def2-TZVPD basis set.

Positions of all 84 atoms, in Å:
C -1.43845 2.45136 -5.06090
H -0.28462 -3.07252 -7.76582
Cl 0.86859 0.63161 1.36604
H -2.11163 -5.03479 -0.38061
C 2.99771 -1.88722 2.84762
H 2.91804 -1.33446 1.90197
H 0.49377 0.69725 5.14282
C -2.08033 1.61848 -0.49931
C 1.31904 -3.47461 -4.77522
H 0.48524 3.11379 -2.17588
C -2.07061 -1.72306 -1.16877
H -2.34578 0.66421 -0.04453
H 0.30506 -4.53651 0.07077
H 2.30581 3.04660 -5.93952
H -2.43810 -0.21782 -3.77871
C -1.72287 -4.02235 -0.51042
C -2.56456 -1.32706 2.54849
C 1.25235 2.87871 -5.70699
H 4.19171 0.06888 4.41461
C 0.73792 -2.41866 -4.06953
C -0.60172 -1.85880 -6.00713
C -2.93638 2.71149 -0.36624
H 2.95469 3.74372 5.49757
H 2.10759 -1.51332 6.54950
C -2.81970 -0.51927 3.70380
H 1.30720 3.62570 6.21888
C -1.03999 3.66355 -5.63313
C 0.13349 -2.45985 -0.51197
C -0.90137 1.72412 -1.24887
C -1.43238 -2.27447 4.33503
H -2.16982 -0.76500 5.84840
H -2.74819 -0.95087 -1.54403
C -0.37085 -3.74434 -0.27014
C -2.57805 -3.00549 -0.93698
C 0.30680 3.88188 -5.94788
H 3.06045 0.61911 5.67622
H 2.53896 -2.87809 2.70729
H -1.39009 -3.22264 2.29502
H 1.06355 -2.21938 -3.04706
H -0.84869 -2.97218 4.93348
H 3.03514 1.51149 2.71563
H 1.19027 -2.24104 -0.33663
C -0.22237 -1.59711 -4.68092
C -0.48606 2.99631 -1.68769
H -2.47854 2.29275 -4.77055
H -3.25117 4.79785 -0.82988
C 3.16595 0.43576 4.59578
P 2.08101 -1.01210 4.17336
C -1.71103 -2.40825 2.94063
C -2.12509 -1.10618 4.81335
H 1.59632 0.87603 -4.95468
H -0.82365 1.64834 4.19628
C 1.88146 3.84512 5.31183
H -1.04673 5.05823 -1.96384
H 1.62947 -2.92589 5.56180
H 3.75554 2.43273 4.04841
C -0.69779 -1.44977 -1.02790
H -3.48440 0.34641 3.72813
C 0.85428 1.65400 -5.15703
H -0.18410 2.20985 5.73170
H 1.45232 0.29924 -1.43847
H -3.00911 -1.20004 1.56325
C -2.57547 3.94678 -0.90808
Si -0.96608 -0.09713 -3.87334
H -1.34767 -1.22589 -6.49218
H 4.05519 -2.00171 3.12933
H 2.06954 -4.10460 -4.28998
H 3.36362 -2.45215 5.67223
C -0.00362 -2.90079 -6.72347
C 2.95670 1.71934 3.79319
P 1.38160 2.73518 3.93062
C 0.96051 -3.70944 -6.10726
H 0.62258 4.83421 -6.37816
C 2.32827 -2.08098 5.63386
H -1.78153 4.44460 -5.81744
C -1.34001 4.09171 -1.54950
Tm -0.52019 -0.39876 3.19722
H 1.44247 -4.51571 -6.66685
H -3.89183 2.58619 0.14508
Si 0.01890 0.16609 -1.74157
H -3.63400 -3.21371 -1.12868
H 1.66495 4.87200 4.98623
C 0.11465 1.69351 4.81157
C -0.49412 1.43982 -4.82328

Its largest force on an atom is 5.6 eV/A. As for the spin multiplicity: 3. The net charge is +1. The expectation value of S² is 2.00. For the molar mass, the calculation gives 786.236 g/mol.

Summary of DFT total energy in eV
-4339.584; -31543.541; -78923.052; -9843.957; -17886.257; -113373.953
(order as listed above)